(1)
DFT (ωB97M-V/def2-TZVPD) results for 3 unconnected molecules or ions with the total composition C5H15NO2 in a non-equilibrium geometry.

Cartesian coordinates (Å):
C1 -2.80 -0.38 -0.98
N1 -1.51 -0.73 -0.22
C2 -1.19 0.35 0.74
C3 0.36 0.25 0.80
C4 0.87 -0.85 -0.15
C5 -0.30 -0.99 -1.15
H1 -3.60 -0.58 -0.28
H2 -2.90 -1.03 -1.82
H3 -2.79 0.71 -1.30
H4 -1.54 1.46 0.39
H5 -1.80 0.25 1.74
H6 0.78 0.16 1.87
H7 0.57 1.26 0.59
H8 1.01 -1.84 0.29
H9 1.73 -0.55 -0.78
H10 -0.39 -0.32 -2.03
H11 -0.41 -2.04 -1.55
H12 0.86 2.92 -0.28
H13 1.87 3.86 -0.46
O1 1.13 3.74 0.11
H14 3.21 -2.67 1.59
H15 3.20 -1.11 1.69
O2 3.63 -1.88 1.18

Summary:
* structure (SMILES): CN1CCCC1.O.O
* electronic energy: -11011.5944 eV
* HOMO-LUMO gap: 9.164 eV
* max |F|: 2.96 eV/Å
* LUMO: 0.023 Eh
* net charge: 0

Which charges does Löwdin predict for the atoms? In e, they are:
1 C -0.086
2 N -0.215
3 C -0.223
4 C -0.185
5 C -0.183
6 C -0.176
7 H 0.066
8 H 0.056
9 H 0.088
10 H 0.132
11 H 0.129
12 H 0.127
13 H 0.039
14 H 0.099
15 H 0.109
16 H 0.109
17 H 0.120
18 H -0.001
19 H 0.020
20 O -0.032
21 H 0.041
22 H 0.072
23 O -0.105

(2)
DFT (ωB97M-V/def2-TZVPD) results for H3NP2 in the gas phase in a non-equilibrium geometry.

Cartesian coordinates (Å):
N1 0.48 -0.15 -0.29
P1 2.00 -0.40 0.05
P2 -1.01 -0.85 -0.05
H1 2.59 -0.06 -1.20
H2 -1.70 0.05 -0.87
H3 -1.45 -0.35 1.13

Summary:
* structure (SMILES): [H]/P=N/P
* electronic energy: -20114.3640 eV
* HOMO-LUMO gap: 8.111 eV
* max |F|: 1.92 eV/Å
* LUMO: -0.029 Eh
* net charge: 0

Which charges does Löwdin predict for the atoms? In e, they are:
1 N -0.825
2 P 0.668
3 P 0.627
4 H -0.179
5 H -0.132
6 H -0.159

(3)
DFT (ωB97M-V/def2-TZVPD) results for 34 unconnected molecules or ions with the total composition H68O34 in a non-equilibrium geometry.

Cartesian coordinates (Å):
O1 -3.22 3.80 3.22
H1 -2.73 3.87 4.04
H2 -2.55 3.64 2.55
O2 0.24 2.71 -1.21
H3 1.20 2.76 -1.20
H4 -0.04 3.59 -0.93
O3 -4.32 0.77 -0.26
H5 -4.40 1.26 0.56
H6 -5.22 0.72 -0.59
O4 2.79 2.06 0.40
H7 2.97 2.21 1.33
H8 3.45 1.42 0.13
O5 -1.82 -2.85 0.84
H9 -1.35 -3.59 0.46
H10 -1.45 -2.08 0.40
O6 -0.85 -3.41 -2.42
H11 -1.77 -3.20 -2.56
H12 -0.82 -3.78 -1.53
O7 0.92 -1.85 3.70
H13 0.76 -1.73 4.64
H14 0.33 -1.23 3.28
O8 3.54 -0.82 0.95
H15 4.37 -1.31 0.96
H16 3.51 -0.43 0.08
O9 1.76 -2.93 -2.28
H17 2.21 -2.35 -2.89
H18 0.84 -2.89 -2.54
O10 0.62 0.06 -1.98
H19 1.26 0.03 -2.70
H20 0.32 0.97 -1.97
O11 -1.53 -4.09 3.31
H21 -1.58 -3.63 2.48
H22 -1.59 -3.40 3.97
O12 4.18 -0.12 -1.82
H23 5.06 -0.38 -2.09
H24 3.60 -0.54 -2.45
O13 -2.13 4.25 -2.64
H25 -2.47 3.78 -3.40
H26 -1.25 3.91 -2.52
O14 -4.25 -3.87 0.18
H27 -3.47 -3.39 0.46
H28 -4.04 -4.18 -0.70
O15 -2.40 -0.14 3.39
H29 -2.40 -0.45 2.48
H30 -2.77 -0.87 3.89
O16 4.08 -3.61 -1.70
H31 4.20 -4.45 -2.15
H32 3.32 -3.22 -2.12
O17 1.45 -4.81 -0.34
H33 1.59 -4.31 -1.14
H34 1.95 -4.34 0.33
O18 -0.55 -0.50 0.34
H35 0.12 -0.38 -0.33
H36 -0.11 -0.31 1.16
O19 0.39 3.66 2.57
H37 0.63 4.19 1.81
H38 0.83 4.08 3.31
O20 -1.71 2.33 1.08
H39 -1.64 1.82 1.89
H40 -1.00 2.00 0.53
O21 -3.59 -2.06 -2.52
H41 -3.60 -1.52 -3.31
H42 -3.98 -1.51 -1.84
O22 3.25 2.57 3.04
H43 3.00 3.46 3.28
H44 2.65 2.00 3.53
O23 -2.14 0.79 6.02
H45 -1.44 0.52 6.62
H46 -1.93 0.36 5.19
O24 -0.92 4.78 0.35
H47 -1.70 5.31 0.49
H48 -1.03 4.02 0.91
O25 2.08 1.06 5.35
H49 2.20 1.44 6.22
H50 2.13 0.12 5.49
O26 -2.10 1.27 -2.65
H51 -1.43 0.76 -2.20
H52 -2.80 1.36 -2.01
O27 -1.27 -5.30 -0.31
H53 -1.71 -6.15 -0.33
H54 -0.34 -5.51 -0.23
O28 2.18 -3.25 1.80
H55 2.88 -2.76 1.37
H56 1.94 -2.73 2.56
O29 -3.70 4.12 -0.33
H57 -3.14 3.39 -0.06
H58 -3.37 4.38 -1.19
O30 3.16 -1.30 -3.96
H59 2.69 -0.51 -4.22
H60 3.62 -1.58 -4.75
O31 1.18 0.45 -4.78
H61 1.32 0.92 -5.60
H62 0.70 -0.34 -5.03
O32 0.71 0.74 2.33
H63 1.60 0.66 1.98
H64 0.68 1.63 2.68
O33 -1.80 2.10 -5.20
H65 -1.88 1.72 -4.32
H66 -1.03 2.66 -5.15
O34 3.00 2.75 -3.79
H67 3.08 1.91 -3.35
H68 3.81 2.84 -4.29

Summary:
* electronic energy: -70722.3519 eV
* HOMO-LUMO gap: 9.416 eV
* max |F|: 1.37 eV/Å
* LUMO: -0.024 Eh
* net charge: 0

These are the Löwdin partial charges, in e, on atoms 1 to 99:
1 O -0.035
2 H 0.033
3 H -0.021
4 O -0.035
5 H 0.041
6 H 0.016
7 O -0.034
8 H 0.038
9 H 0.048
10 O -0.040
11 H -0.025
12 H 0.008
13 O -0.058
14 H 0.012
15 H 0.015
16 O -0.033
17 H 0.021
18 H 0.000
19 O -0.026
20 H 0.052
21 H 0.019
22 O -0.033
23 H 0.057
24 H -0.009
25 O -0.070
26 H 0.001
27 H 0.023
28 O -0.025
29 H 0.012
30 H 0.001
31 O -0.051
32 H -0.028
33 H 0.006
34 O -0.031
35 H 0.065
36 H -0.021
37 O -0.034
38 H 0.033
39 H 0.017
40 O -0.064
41 H -0.034
42 H 0.014
43 O -0.027
44 H 0.040
45 H 0.054
46 O -0.055
47 H 0.042
48 H -0.052
49 O -0.045
50 H -0.007
51 H 0.002
52 O -0.034
53 H 0.008
54 H -0.004
55 O -0.026
56 H 0.047
57 H 0.058
58 O -0.043
59 H 0.041
60 H 0.029
61 O -0.033
62 H 0.043
63 H 0.029
64 O -0.026
65 H 0.052
66 H 0.002
67 O -0.045
68 H 0.024
69 H -0.027
70 O -0.051
71 H 0.062
72 H -0.030
73 O -0.027
74 H 0.050
75 H 0.038
76 O -0.025
77 H 0.023
78 H 0.039
79 O -0.042
80 H 0.072
81 H 0.020
82 O -0.047
83 H 0.006
84 H -0.011
85 O -0.058
86 H -0.022
87 H -0.008
88 O -0.032
89 H 0.012
90 H 0.098
91 O -0.031
92 H 0.074
93 H 0.078
94 O -0.034
95 H 0.035
96 H 0.018
97 O -0.062
98 H -0.039
99 H 0.025

(4)
DFT (ωB97M-V/def2-TZVPD) results for a molecular structure, C36H37F3MgO3P2S in a non-equilibrium geometry.

Cartesian coordinates (Å):
Mg1 1.91 0.25 0.61
C1 -0.90 -2.37 -2.47
C2 -1.36 -1.16 -2.79
C3 -2.81 -0.89 -3.00
C4 -3.80 -1.48 -1.95
C5 -3.28 -1.81 -0.59
C6 -2.63 -2.91 -0.19
C7 -2.28 -4.04 -1.10
C8 -1.75 -3.62 -2.48
C9 1.15 1.51 2.60
H1 0.15 -2.58 -2.23
H2 -0.68 -0.38 -3.16
H3 -3.10 -1.27 -4.00
H4 -2.98 0.20 -3.02
H5 -4.55 -0.68 -1.78
H6 -4.39 -2.28 -2.41
H7 -3.64 -1.12 0.17
H8 -2.56 -3.17 0.87
H9 -3.14 -4.71 -1.25
H10 -1.49 -4.64 -0.62
H11 -1.06 -4.41 -2.81
H12 -2.54 -3.59 -3.24
H13 2.05 0.86 2.72
H14 0.94 1.90 3.59
H15 1.40 2.38 1.96
P1 0.59 1.00 -1.36
P2 -0.42 0.64 2.26
C10 -0.99 0.83 -0.60
C11 -1.28 0.55 0.72
C12 0.62 2.44 -2.41
C13 -0.37 2.69 -3.39
C14 -0.29 3.85 -4.15
C15 0.75 4.76 -3.93
C16 1.72 4.52 -2.95
C17 1.67 3.37 -2.19
C18 1.55 -0.35 -2.19
C19 1.86 -1.55 -1.48
C20 2.85 -2.41 -1.96
C21 3.53 -2.09 -3.13
C22 3.22 -0.94 -3.84
C23 2.22 -0.09 -3.40
C24 -1.58 1.59 3.26
C25 -1.84 2.91 2.87
C26 -2.62 3.72 3.69
C27 -3.20 3.18 4.85
C28 -3.07 1.82 5.13
C29 -2.28 1.01 4.32
C30 -0.27 -1.03 3.00
C31 0.84 -1.35 3.79
C32 1.06 -2.67 4.19
C33 0.16 -3.67 3.81
C34 -0.99 -3.35 3.07
C35 -1.23 -2.02 2.73
H16 -1.85 1.11 -1.23
H17 -2.37 0.44 0.89
H18 -1.20 1.98 -3.52
H19 -1.05 4.06 -4.90
H20 0.80 5.68 -4.52
H21 2.52 5.24 -2.76
H22 2.42 3.17 -1.41
H23 1.24 -1.88 -0.63
H24 3.09 -3.31 -1.40
H25 4.33 -2.74 -3.47
H26 3.78 -0.68 -4.74
H27 1.99 0.83 -3.94
H28 -1.46 3.29 1.92
H29 -2.78 4.77 3.43
H30 -3.77 3.83 5.50
H31 -3.58 1.39 5.99
H32 -2.21 -0.06 4.51
H33 1.55 -0.58 4.08
H34 1.95 -2.89 4.79
H35 0.38 -4.70 4.06
H36 -1.67 -4.16 2.76
H37 -2.17 -1.74 2.23
F1 5.83 2.78 1.19
C36 5.36 1.60 1.67
F2 6.40 0.79 1.97
F3 4.61 1.81 2.79
S1 4.45 0.77 0.32
O1 3.29 1.70 0.09
O2 5.40 0.56 -0.74
O3 3.81 -0.42 0.96

Summary:
* electronic energy: -87079.9730 eV
* HOMO-LUMO gap (alpha / beta): 5.147 / 4.959 eV
* max |F|: 2.71 eV/Å
* LUMO (alpha / beta): 0.004 / 0.018 Eh
* net charge: 0

Which charges does Löwdin predict for the atoms? In e, they are:
1 Mg 0.571
2 C -0.095
3 C -0.146
4 C -0.190
5 C -0.177
6 C -0.115
7 C -0.108
8 C -0.185
9 C -0.184
10 C -0.236
11 H 0.081
12 H 0.073
13 H 0.119
14 H 0.088
15 H 0.105
16 H 0.108
17 H 0.086
18 H 0.068
19 H 0.118
20 H 0.105
21 H 0.108
22 H 0.106
23 H 0.035
24 H 0.065
25 H 0.086
26 P 0.948
27 P 0.882
28 C -0.393
29 C -0.371
30 C -0.361
31 C -0.075
32 C -0.086
33 C -0.084
34 C -0.081
35 C -0.079
36 C -0.363
37 C -0.186
38 C -0.077
39 C -0.082
40 C -0.071
41 C -0.074
42 C -0.324
43 C -0.080
44 C -0.079
45 C -0.086
46 C -0.079
47 C -0.068
48 C -0.321
49 C -0.106
50 C -0.085
51 C -0.091
52 C -0.080
53 C -0.106
54 H 0.057
55 H 0.060
56 H 0.098
57 H 0.103
58 H 0.101
59 H 0.104
60 H 0.086
61 H 0.101
62 H 0.116
63 H 0.103
64 H 0.107
65 H 0.104
66 H 0.115
67 H 0.105
68 H 0.102
69 H 0.105
70 H 0.104
71 H 0.094
72 H 0.107
73 H 0.098
74 H 0.106
75 H 0.090
76 F 0.129
77 C -0.605
78 F 0.129
79 F 0.125
80 S 0.588
81 O -0.396
82 O -0.217
83 O -0.349